1) A 2-piece molecular cluster, C5H15N2O overall. Source: the Open Molecules 2025 dataset; level of theory: the ωB97M-V functional and the def2-TZVPD basis.

## Properties
spin multiplicity = 1
total charge = +1
Kohn-Sham gap = 11.6854 eV

Positions of all 23 atoms, in Å:
C  0.3023  2.4284  1.9248
C  1.0454  1.4464  1.0196
C  0.2388  0.9523  -0.1857
C  -0.8335  -0.0975  0.0610
N  -0.3594  -1.1988  0.8962
C  -0.0192  -2.3644  0.4219
N  -0.2160  -2.7265  -0.8292
H  0.8279  3.3778  1.9336
H  -0.6567  2.7466  1.5202
H  0.1145  2.0973  2.9469
H  1.9085  1.9413  0.5783
H  1.4457  0.5846  1.5493
H  0.9085  0.6335  -0.9912
H  -0.2814  1.7999  -0.6411
H  -1.6934  0.3189  0.5953
H  -1.2979  -0.4322  -0.8595
H  -0.0498  -0.9534  1.8243
H  0.4041  -3.0908  1.0986
H  -0.3884  -2.0283  -1.5498
H  -0.0028  -3.6637  -1.1458
H  0.2573  -0.7483  -3.6662
H  -1.2248  -0.4152  -3.5060
O  -0.4296  -0.6082  -2.9954

---

2) A 2-piece molecular cluster, C5H15N2O overall. Source: the Open Molecules 2025 dataset; level of theory: the ωB97M-V functional and the def2-TZVPD basis.

## Properties
spin multiplicity = 1
total charge = +1
Kohn-Sham gap = 8.8801 eV

Positions of all 23 atoms, in Å:
C  1.8237  -1.2567  -1.4596
C  1.1838  -0.1572  -0.5960
C  0.5866  -0.6941  0.6914
C  0.2088  0.3823  1.7116
C  0.8077  1.5747  1.7085
N  -0.7498  -0.0731  2.5733
N  -0.0245  0.4363  -1.3841
H  1.1179  -1.8444  -2.0326
H  2.5953  -0.8021  -2.0724
H  2.2885  -1.9965  -0.8062
H  1.8688  0.6790  -0.5624
H  1.3718  -1.3229  1.1320
H  -0.1444  -1.4712  0.4507
H  1.5017  2.0304  1.0230
H  0.5595  2.2498  2.5233
H  -1.0274  0.5299  3.3147
H  -0.9148  -1.0647  2.6909
H  -0.7279  -0.2267  -1.7029
H  0.3564  1.0764  -2.0862
H  -0.5176  1.0366  -0.7102
H  -3.2895  0.0276  -3.0013
H  -3.7044  -0.0263  -1.5831
O  -2.8939  -0.0709  -2.1296

---

Stability verdict: 1), ahead by 19.4 kcal/mol

---

1) C3H2BrClO3 as an isolated structure. Source: the Open Molecules 2025 dataset; level of theory: the ωB97M-V functional and the def2-TZVPD basis.

## Properties
spin multiplicity = 1
Kohn-Sham gap = 10.3264 eV

Positions of all 10 atoms, in Å:
C  0.2968  -1.5486  -0.1888
C  0.6641  0.6974  -0.1782
C  -0.7873  0.6622  0.4062
O  0.4644  -2.7122  -0.4001
O  0.9553  -0.5278  -0.8051
O  -0.7404  -1.1520  0.5607
Cl  -1.1365  1.2071  1.9175
Br  -2.0780  1.1991  -0.9983
H  1.0259  1.4424  -0.8898
H  1.3356  0.7323  0.5759

---

2) A 2-piece molecular cluster, C3H2BrClO3 overall. Source: the Open Molecules 2025 dataset; level of theory: the ωB97M-V functional and the def2-TZVPD basis.

## Properties
spin multiplicity = 1
structure (SMILES) = O=c1occ(Cl)o1.Br
Kohn-Sham gap = 9.8396 eV

Positions of all 10 atoms, in Å:
O  -0.8056  2.8766  -1.1277
C  -0.4153  1.9754  -0.4886
O  -1.0838  1.2821  0.4699
C  -0.2772  0.2843  0.9352
C  0.8912  0.2851  0.1926
Cl  2.3181  -0.6896  0.3131
O  0.8096  1.3614  -0.6847
H  -0.7854  -0.5336  1.4547
Br  -0.6243  -2.8816  -0.3366
H  -0.0273  -3.9600  -0.7279

---

Stability verdict: 2), ahead by 11.0 kcal/mol

---

1) One molecule with the formula C5H7P. Source: the Open Molecules 2025 dataset; level of theory: the ωB97M-V functional and the def2-TZVPD basis.

## Properties
spin multiplicity = 1
structure (SMILES) = CC1=PCC=C1
Kohn-Sham gap = 7.8522 eV

Positions of all 13 atoms, in Å:
C  1.3420  -1.4998  -0.7519
C  0.6960  -0.3188  -0.1032
P  1.3116  1.1874  0.7950
C  -0.4469  1.7127  1.0898
C  -1.3209  0.7783  0.2003
C  -0.6754  -0.2702  -0.2866
H  0.8484  -1.5161  -1.8594
H  0.9227  -2.4399  -0.2096
H  2.3861  -1.5879  -0.8384
H  -0.7828  2.7448  0.9283
H  -0.5937  1.2375  2.0930
H  -2.4114  0.9861  -0.0826
H  -1.2756  -1.0143  -0.9747

---

2) One molecule with the formula C5H7P. Source: the Open Molecules 2025 dataset; level of theory: the ωB97M-V functional and the def2-TZVPD basis.

## Properties
spin multiplicity = 1
structure (SMILES) = [H]/P=C/[C@H]1C=C1C
Kohn-Sham gap = 9.0833 eV

Positions of all 13 atoms, in Å:
H  2.9843  -2.2289  0.8752
P  2.8668  -0.8466  0.6112
C  1.3449  -0.9425  0.0423
C  0.7005  0.3555  -0.3687
C  -0.3800  0.3427  -1.4663
C  -0.8653  0.5872  -0.2979
C  -1.9107  0.7556  0.7010
H  0.9553  -1.7721  -0.4084
H  1.4103  1.0869  -0.1226
H  -0.6954  0.2393  -2.4632
H  -2.7923  0.8356  0.1762
H  -1.9123  1.5959  1.3636
H  -1.7061  -0.0086  1.3576

---

Stability verdict: 1), ahead by 49.7 kcal/mol

---

1) A 2-piece molecular cluster, CH4NS overall. Source: the Open Molecules 2025 dataset; level of theory: the ωB97M-V functional and the def2-TZVPD basis.

## Properties
spin multiplicity = 1
total charge = -1
Kohn-Sham gap = 7.1999 eV

Positions of all 7 atoms, in Å:
S  0.8422  -1.0287  1.0740
H  0.5091  -1.5175  2.2915
C  -0.3750  1.4243  -1.2688
N  -1.5175  0.8692  -1.2546
H  0.3914  0.9267  -0.6645
H  -0.2873  2.4297  -1.6759
H  -1.4740  0.0752  -0.6083

---

2) A 2-piece molecular cluster, CH4NS overall. Source: the Open Molecules 2025 dataset; level of theory: the ωB97M-V functional and the def2-TZVPD basis.

## Properties
spin multiplicity = 1
total charge = -1
Kohn-Sham gap = 7.2516 eV

Positions of all 7 atoms, in Å:
S  -0.0704  -1.8407  -0.3465
H  -0.6971  -1.9066  -1.4988
C  0.5998  1.5874  0.2920
N  -0.2590  2.4971  0.5750
H  1.5272  1.5802  0.8570
H  0.0871  0.6334  -0.0897
H  -1.2087  2.1749  0.7286

---

3) A 2-piece molecular cluster, CH4NS overall. Source: the Open Molecules 2025 dataset; level of theory: the ωB97M-V functional and the def2-TZVPD basis.

## Properties
spin multiplicity = 1
total charge = -1
Kohn-Sham gap = 7.3343 eV

Positions of all 7 atoms, in Å:
S  -1.6670  -0.1640  0.0581
H  -1.8096  0.9801  0.8129
C  1.3656  -0.2321  0.1607
N  2.3662  0.3910  -0.4424
H  0.5059  0.2233  0.7660
H  1.1838  -1.2959  0.2041
H  2.0344  1.3717  -0.5798

---

Stability verdict: 1), ahead by 13.3 kcal/mol